Entry from OMol25: the molecule C6H5NO3S at a distorted geometry (ωB97M-V with the def2-TZVPD basis set).

Geometry (Å):
C 1.34233 0.56259 -1.74093
C 1.98095 -0.01385 -0.65333
C -0.04230 0.54057 -1.87617
C 1.21659 -0.50595 0.37696
C -0.82319 -0.13035 -0.97392
C -0.12725 -0.62334 0.12414
N -1.23108 0.45970 2.41600
O -0.17488 0.57289 2.95630
O -2.08065 1.23296 2.20594
O -2.70503 -1.44511 1.00723
S -1.35587 -1.31825 1.62152
H 1.73390 1.00460 -2.56888
H 3.05396 -0.07408 -0.51140
H -0.61494 0.89494 -2.67296
H 1.61626 -0.86534 1.34799
H -1.78881 -0.29199 -1.05850

Force components x, y, z for each atom (eV/Å):
C -1.755 -0.786 0.969
C 0.679 0.552 -0.079
C -0.049 -1.118 1.055
C -0.603 -1.088 0.915
C 5.045 -0.180 2.025
C -2.432 -0.395 2.262
N 0.755 -2.180 -1.097
O 0.950 0.488 0.969
O -1.529 1.372 -0.052
O 1.597 0.224 0.674
S -0.195 0.851 -2.389
H 2.258 1.106 -1.810
H 0.015 0.372 -0.430
H 0.002 1.017 -1.631
H -0.078 0.294 -0.928
H -4.661 -0.527 -0.454

## Properties
Energy relative to the best compared isomer or geometry (same formula, charge and spin) ... 81.5 kcal/mol

=====

Entry from OMol25: the molecule C6H5NS at a distorted geometry (ωB97M-V with the def2-TZVPD basis set).

Geometry (Å):
C 3.78354 -0.31788 -0.14976
C 2.48718 -0.15449 -0.50401
C 1.22312 -0.27266 -0.05909
C -0.78338 -1.64632 1.01129
C 0.55677 -1.41446 0.69811
C 0.15655 0.65058 -0.76932
N 4.79942 -0.41163 0.39057
S -0.57459 -2.47025 -0.43627
H -1.49921 -0.88613 1.21852
H 1.26802 -1.96794 1.38234
H -0.65306 0.89655 -0.12579
H -0.12978 0.27242 -1.77161
H 0.72180 1.57472 -1.07355

Force components x, y, z for each atom (eV/Å):
C -0.654 -0.212 0.484
C -2.062 -0.211 1.299
C -1.251 0.527 -2.250
C -1.777 1.386 0.689
C 3.946 -1.087 0.322
C 2.893 0.576 -1.173
N 1.162 -0.046 -0.073
S 0.776 -0.569 -0.184
H -0.820 0.124 0.264
H -0.510 0.277 -1.261
H -0.748 0.078 0.328
H -0.257 -0.310 0.918
H -0.698 -0.535 0.637

## Properties
Energy relative to the best compared isomer or geometry (same formula, charge and spin) ... 113.3 kcal/mol

=====

Entry from OMol25: the molecule C6H5NS at a distorted geometry (ωB97M-V with the def2-TZVPD basis set).

Geometry (Å):
C 0.34045 1.70679 -1.48205
C 0.02836 0.74103 -0.60687
C -0.46153 -0.65868 -0.77191
C -0.46338 -1.61989 0.14873
C 0.05638 -1.37614 1.53547
S -0.40973 -2.27447 2.86455
N 0.54510 -0.01997 1.74454
C 0.44793 0.92717 0.88929
H 0.06821 1.70421 -2.43273
H 0.72053 2.65039 -0.99217
H -0.68507 -1.04816 -1.75186
H -0.92112 -2.62182 -0.26108
H 0.73388 1.88955 1.11608

Force components x, y, z for each atom (eV/Å):
C 0.443 0.815 5.513
C 0.659 -1.441 2.668
C 0.688 0.928 -1.350
C -0.091 -1.861 0.194
C -2.283 1.214 0.094
S 1.089 0.797 -1.672
N -0.050 -0.368 0.404
C -0.954 -3.423 -2.751
H -0.779 -0.098 -4.227
H -0.284 -1.011 -1.003
H -0.484 0.552 -0.445
H 1.230 1.789 1.608
H 0.814 2.107 0.967

## Properties
Structure (SMILES) ... C=C1C=CC(=S)N=C1
Energy relative to the best compared isomer or geometry (same formula, charge and spin) ... 38.5 kcal/mol

=====

Entry from OMol25: the molecule C6H6 at a distorted geometry (ωB97M-V with the def2-TZVPD basis set).

Geometry (Å):
C 1.47447 2.60342 -0.16761
C 2.39048 3.30829 0.11953
C 0.37612 1.61949 -0.07160
C -0.40385 1.05769 -1.15666
C 0.51256 0.14325 -0.43236
C -0.10403 -0.83796 0.51739
H -0.68203 1.35555 -2.24530
H -0.19726 2.04693 0.79978
H 1.42867 -0.04326 -0.95286
H -1.14276 -0.89268 0.53807
H 0.26120 -0.74809 1.50368
H 0.16643 -1.80870 0.26702

Force components x, y, z for each atom (eV/Å):
C -4.932 -5.673 -1.534
C 4.667 4.250 1.305
C -0.118 3.163 0.625
C -0.381 0.503 -2.413
C -1.381 1.146 -0.010
C 1.395 0.100 -0.138
H 0.786 -0.699 2.221
H 0.250 -1.357 -0.334
H 0.500 -0.621 -0.044
H -1.896 0.643 -0.097
H 0.393 0.503 1.240
H 0.716 -1.958 -0.820

## Properties
Energy relative to the best compared isomer or geometry (same formula, charge and spin) ... 210.8 kcal/mol

=====

Entry from OMol25: the molecule C6H6 at a distorted geometry (ωB97M-V with the def2-TZVPD basis set).

Geometry (Å):
C -3.26642 -0.22591 0.28299
C -2.31822 0.51010 0.16798
C -1.10012 1.13300 0.09302
C 0.10350 1.24677 0.16734
C 1.15993 0.27398 0.52077
C 1.65152 -0.45500 -0.72755
H -4.13309 -0.83982 0.34896
H 1.95841 0.72772 1.09914
H 0.62807 -0.44598 1.16420
H 2.35999 -1.23707 -0.44625
H 0.81127 -0.92256 -1.25506
H 2.14516 0.23477 -1.41552

Force components x, y, z for each atom (eV/Å):
C 0.060 0.374 -0.129
C -0.658 -0.028 -0.083
C 0.063 0.233 -0.114
C -0.919 -0.831 0.298
C 0.379 0.035 0.026
C 0.181 -0.038 -0.056
H 0.046 0.023 0.036
H 0.278 -0.062 -0.075
H 0.424 0.203 -0.023
H -0.009 0.044 -0.062
H 0.174 0.133 0.147
H -0.019 -0.084 0.036

## Properties
Structure (SMILES) ... C#CC#CCC
Energy relative to the best compared isomer or geometry (same formula, charge and spin) ... 105.4 kcal/mol

=====

Entry from OMol25: the molecule C6H6 (ωB97M-V with the def2-TZVPD basis set).

Geometry (Å):
C 2.20358 -1.22158 0.39263
C 1.12091 -0.69823 0.42494
C -0.22775 -0.10584 0.43452
C -1.11062 -0.75769 -0.64559
C -0.17666 1.35761 0.26016
C -0.17073 2.55135 0.10715
H 3.16697 -1.67930 0.36354
H -0.67609 -0.30815 1.41690
H -0.69808 -0.56026 -1.63781
H -1.15134 -1.83899 -0.49057
H -2.12335 -0.35016 -0.59951
H -0.15685 3.61124 -0.02636

Force components x, y, z for each atom (eV/Å):
C -0.433 0.212 0.008
C 0.469 -0.215 -0.001
C -0.005 0.031 0.012
C -0.070 -0.050 -0.069
C 0.004 0.521 -0.034
C 0.001 -0.487 0.054
H -0.142 0.077 0.013
H 0.084 0.037 -0.130
H -0.041 -0.025 0.128
H 0.011 0.145 -0.014
H 0.123 -0.033 0.005
H 0.001 -0.213 0.026

## Properties
Structure (SMILES) ... C#CC(C)C#C
Energy relative to the best compared isomer or geometry (same formula, charge and spin) ... 88.1 kcal/mol

=====

Entry from OMol25: a structure of composition C6H6 (ωB97M-V with the def2-TZVPD basis set).

Geometry (Å):
C -0.24217 1.17314 -1.16709
C 0.48277 -0.02335 -0.53893
C 0.48370 0.01649 0.93829
C 0.24090 -0.26753 2.10919
C -0.23413 -1.32217 -0.61535
C -0.84818 -2.35132 -0.26286
H -1.26281 1.23534 -0.78164
H 0.28374 2.11461 -0.97742
H -0.29621 1.00855 -2.24577
H 1.51999 -0.08062 -0.89596
H 0.13072 -0.36102 3.17045
H -0.25831 -1.14212 1.26711

Force components x, y, z for each atom (eV/Å):
C -0.059 0.038 -0.062
C 0.020 0.025 0.120
C -0.126 -0.132 0.479
C 0.193 0.277 -0.276
C -0.365 -0.649 0.051
C 0.449 0.762 -0.124
H 0.146 -0.007 -0.048
H -0.059 -0.149 -0.021
H 0.018 0.026 0.152
H -0.155 -0.027 0.057
H 0.015 0.002 -0.171
H -0.076 -0.166 -0.156

## Properties
Energy relative to the best compared isomer or geometry (same formula, charge and spin) ... 192.2 kcal/mol

=====

Entry from OMol25: the molecule C6H6 (ωB97M-V with the def2-TZVPD basis set).

Geometry (Å):
C 3.79264 0.10830 -0.09711
C 2.63485 -0.22904 -0.10608
C 1.28858 -0.53960 -0.11155
C 0.09433 -0.72335 -0.10752
C -1.36501 -0.70355 -0.00070
C -1.85892 0.75195 -0.04975
H 4.80746 0.43806 -0.09319
H -1.82785 -1.29683 -0.79801
H -1.65015 -1.17520 0.94708
H -2.88581 0.83436 0.31668
H -1.21822 1.38560 0.57000
H -1.82115 1.13918 -1.07200

Force components x, y, z for each atom (eV/Å):
C -0.370 -0.087 -0.013
C 0.389 0.107 -0.028
C -0.404 -0.054 -0.033
C 0.463 0.164 0.048
C 0.002 -0.049 0.014
C -0.061 0.089 0.005
H -0.144 -0.119 0.005
H 0.121 0.076 0.113
H 0.037 0.075 -0.115
H 0.098 -0.054 -0.094
H -0.146 -0.090 -0.047
H 0.016 -0.058 0.147

## Properties
Structure (SMILES) ... C#CC#CCC
Energy relative to the best compared isomer or geometry (same formula, charge and spin) ... 81.0 kcal/mol

=====

Entry from OMol25: the molecule C6H6 at a distorted geometry (ωB97M-V with the def2-TZVPD basis set).

Geometry (Å):
C 0.76292 -1.34977 0.84526
C 0.00480 -0.21178 0.07009
C 0.49880 0.36416 -1.02650
C -0.62442 1.54609 -1.19049
C -1.45081 1.51450 -0.17617
C -1.19817 0.29986 0.50760
H 1.40097 -1.81870 0.14006
H 0.09884 -2.25033 1.25058
H 1.09393 -0.86064 1.72214
H 1.37632 0.25623 -1.73869
H -0.45134 2.34597 -1.91673
H -1.51186 0.16440 1.51285

Force components x, y, z for each atom (eV/Å):
C -3.942 -0.788 -0.359
C 2.974 -4.686 0.677
C -1.797 2.913 -1.672
C 3.491 0.835 -2.751
C -0.832 -1.336 0.248
C -1.174 2.203 1.958
H 1.393 -0.125 -0.031
H 0.853 2.039 -0.990
H 1.401 0.067 0.795
H -1.290 -0.064 1.438
H -0.371 -0.348 0.094
H -0.706 -0.709 0.593

## Properties
Structure (SMILES) ... CC1=CC=C=C1
Energy relative to the best compared isomer or geometry (same formula, charge and spin) ... 137.9 kcal/mol

=====

Q: energy relative to the best compared isomer or geometry (same formula, charge and spin) of number 8 (C6H6)?
A: 81.0 kcal/mol